Density functional theory data (wB97M-V/def2-TZVPD) for the molecule C17H20FN7O at a distorted geometry.

The gap between HOMO and LUMO comes out at 0.306 Eh. As for the spin multiplicity: 1. The total charge is 0. As for the energy: -33145.9283 eV. Its SMILES is CC(C)Oc1cc(Nc2cncc(N[C@@H](C)c3ccc(F)cn3)n2)[nH]n1.

The geometry in XYZ format:
```
46
C17H20FN7O (wB97M-V/def2-TZVPD)
F 5.293 -0.026 -4.539
N -3.028 -2.000 2.238
N -1.842 2.187 -1.163
N 0.576 1.909 0.288
N 4.191 2.683 -2.312
O -2.120 -3.961 3.358
C -2.093 -2.765 2.652
C -0.875 -1.934 2.580
C -1.180 -0.787 1.974
C -1.744 1.394 -0.029
C -0.784 2.852 -1.541
C 4.947 1.741 -2.944
C -0.536 1.218 0.627
C 0.446 2.612 -0.808
C 2.912 2.894 -2.807
C 2.436 2.199 -3.920
C 3.201 1.186 -4.498
C 4.485 0.991 -4.013
N -2.497 -0.909 1.710
N -0.235 0.166 1.596
N 1.631 3.378 -0.841
C -3.246 -5.526 4.608
C -3.439 -5.667 2.151
C -3.391 -4.701 3.348
C 2.721 5.276 -1.906
C 2.024 3.924 -2.123
H 0.137 -2.306 2.716
H -2.633 0.887 0.144
H -0.840 3.560 -2.338
H 5.942 1.592 -2.572
H 1.438 2.467 -4.374
H 2.930 0.623 -5.388
H -2.948 -0.418 0.938
H 0.696 -0.112 1.640
H 2.262 3.358 0.020
H -2.262 -5.924 4.764
H -3.468 -4.859 5.478
H -3.892 -6.324 4.637
H -3.473 -5.104 1.227
H -2.639 -6.305 2.181
H -4.347 -6.253 2.202
H -4.249 -4.118 3.256
H 3.718 5.160 -1.487
H 2.514 5.864 -2.893
H 2.130 5.722 -1.132
H 1.130 4.156 -2.704
```